# 1
This record from OMol25 describes a structure of composition C34H40I2N7O6PS2Sr at a distorted geometry. The level of theory is ωB97M-V/def2-TZVPD.

Structure (ORCA input):
```
! RIJCOSX wB97M-V def2-TZVPD def2/J DEFGRID3
* xyz 0 1
Sr 0.420 0.341 0.364
I -1.428 -1.116 -1.926
C -0.603 -2.294 -3.576
I 1.462 -2.809 -3.311
H -0.664 -1.726 -4.497
H -1.147 -3.228 -3.668
O -0.654 4.265 -4.852
C 0.656 4.497 -4.683
O 1.168 5.529 -5.027
C 1.370 3.392 -3.984
C 1.013 2.065 -4.222
C 1.442 1.077 -3.370
C 2.271 1.385 -2.293
C 2.762 2.687 -2.162
C 2.295 3.689 -2.988
N 2.484 0.419 -1.336
C 3.618 0.144 -0.848
C 3.751 -0.824 0.229
C 5.019 -1.230 0.658
C 5.109 -2.134 1.700
C 3.939 -2.576 2.297
C 2.727 -2.099 1.818
N 2.626 -1.265 0.797
H -0.947 3.458 -4.368
H 0.380 1.813 -5.061
H 1.137 0.057 -3.521
H 3.446 2.918 -1.359
H 2.617 4.712 -2.850
H 4.543 0.605 -1.210
H 5.912 -0.846 0.186
H 6.071 -2.476 2.050
H 3.958 -3.264 3.128
H 1.785 -2.369 2.275
O -2.699 2.463 -1.063
S -1.423 2.658 -1.701
O -1.361 2.236 -3.088
N -0.240 2.018 -0.815
C 0.502 2.945 -0.259
S 1.692 2.659 0.849
C 0.227 4.319 -0.714
C 0.941 5.475 -0.444
C 0.566 6.637 -1.100
C -0.519 6.655 -1.966
C -1.267 5.506 -2.193
C -0.865 4.350 -1.569
H 1.781 5.458 0.237
H 1.143 7.535 -0.945
H -0.774 7.564 -2.489
H -2.118 5.503 -2.857
C 1.038 -6.044 0.440
C 0.990 -4.553 0.115
P -0.230 -3.449 1.004
C -1.795 -4.289 0.429
C -3.025 -3.639 1.039
C -0.115 -4.174 2.724
C -0.597 -3.209 3.802
H 1.784 -6.521 -0.197
H 0.085 -6.528 0.245
H 1.317 -6.220 1.475
H 0.754 -4.434 -0.943
H 1.980 -4.115 0.270
H -1.763 -5.351 0.681
H -1.832 -4.193 -0.658
H -3.078 -3.846 2.104
H -3.933 -4.016 0.574
H -2.966 -2.564 0.893
H 0.943 -4.389 2.892
H -0.670 -5.114 2.774
H -0.210 -2.207 3.616
H -0.259 -3.534 4.783
H -1.680 -3.145 3.831
O 0.356 -0.270 2.398
N 0.328 0.657 3.320
C 1.441 1.230 3.685
C 2.745 0.922 3.216
N 3.811 0.658 2.876
C 1.392 2.260 4.650
N 1.392 3.123 5.407
C -5.461 0.061 1.738
N -4.363 0.088 0.801
C -4.668 0.189 -0.612
C -3.094 -0.035 1.196
C -2.835 -0.193 2.668
O -2.147 -0.061 0.393
H -6.342 0.501 1.275
H -5.220 0.627 2.637
H -5.705 -0.966 2.026
H -5.701 0.499 -0.735
H -4.505 -0.771 -1.106
H -4.013 0.938 -1.058
H -3.442 -0.995 3.078
H -3.057 0.728 3.201
H -1.776 -0.431 2.779
*
```

The calculation puts the energy at -3918.196824 Ha. For the energy above the lowest of the compared OMol25 structures with the same formula, charge and spin, the calculation gives 211.7 kJ/mol. Its HOMO energy is -0.3163 hartree. Its orbital gap is 7.8 eV.

***

# 2
This record from OMol25 describes a structure of composition C34H40IrN4O2P2 at a distorted geometry. The level of theory is ωB97M-V/def2-TZVPD.

Structure (ORCA input):
```
! RIJCOSX wB97M-V def2-TZVPD def2/J DEFGRID3
* xyz 2 6
Ir -0.554 2.137 -1.679
C -0.353 -2.874 -1.967
C 0.757 -2.235 -2.360
C 0.729 -1.051 -3.270
C -0.693 -0.541 -3.744
C -1.847 -0.079 -2.911
C -2.823 -0.770 -2.272
C -2.901 -2.228 -2.074
C -1.713 -3.086 -2.586
C -1.110 4.039 -1.439
H -0.193 -3.670 -1.217
H 1.754 -2.544 -2.006
H 1.259 -1.364 -4.199
H 1.304 -0.226 -2.811
H -0.381 0.317 -4.398
H -1.044 -1.357 -4.387
H -1.910 1.131 -2.827
H -3.554 -0.181 -1.702
H -3.747 -2.524 -2.714
H -3.071 -2.470 -1.006
H -2.017 -4.088 -2.237
H -1.707 -3.165 -3.686
H -1.566 4.127 -0.427
H -1.801 4.416 -2.205
H -0.159 4.609 -1.419
P -3.204 1.899 -5.078
P -0.407 -0.172 -6.775
N -4.942 1.520 -4.842
N -3.586 3.403 -5.976
N -1.246 -1.674 -7.152
N 0.694 -0.295 -8.168
C -3.039 0.852 -6.615
C -1.697 0.981 -7.393
C -5.623 1.969 -3.696
C -6.989 1.774 -3.877
C -7.175 1.210 -5.179
C -5.911 1.066 -5.746
C -3.107 4.658 -5.587
C -3.476 5.607 -6.531
C -4.173 4.912 -7.570
C -4.277 3.583 -7.175
C -1.307 -2.779 -6.291
C -2.248 -3.667 -6.775
C -2.804 -3.100 -7.962
C -2.147 -1.903 -8.196
C 0.795 -1.188 -9.245
C 1.839 -0.785 -10.071
C 2.409 0.394 -9.489
C 1.699 0.672 -8.337
H -3.855 1.012 -7.333
H -3.161 -0.173 -6.225
H -1.855 0.840 -8.475
H -1.238 1.975 -7.272
H -5.083 2.404 -2.870
H -7.784 2.032 -3.186
H -8.105 0.965 -5.676
H -5.646 0.684 -6.720
H -2.542 4.737 -4.674
H -3.287 6.669 -6.493
H -4.527 5.334 -8.498
H -4.796 2.770 -7.652
H -0.581 -2.891 -5.490
H -2.497 -4.627 -6.357
H -3.576 -3.518 -8.586
H -2.164 -1.250 -9.051
H 0.127 -2.027 -9.344
H 2.166 -1.274 -10.975
H 3.250 0.952 -9.876
H 1.800 1.465 -7.617
O 1.690 0.869 -1.095
C 1.079 0.838 -0.015
O -0.140 1.260 0.009
C 1.650 0.227 1.237
C 0.967 -0.797 1.891
C 1.561 -1.371 3.008
C 2.786 -0.919 3.489
C 3.400 0.159 2.855
C 2.826 0.763 1.744
H 0.016 -1.142 1.486
H 1.069 -2.198 3.488
H 3.271 -1.449 4.309
H 4.351 0.498 3.222
H 3.291 1.611 1.239
*
```

The calculation puts the energy at -2475.227595 Ha. Its expectation value of S² is 8.783. Its HOMO energy (alpha / beta) is -0.4291 / -0.4551 hartree. Its orbital gap (alpha / beta) is 6.3 / 3.0 eV.

***

# 3
This record from OMol25 describes a structure of composition C34H40N4O2P2Sn at a distorted geometry. The level of theory is ωB97M-V/def2-TZVPD.

Structure (ORCA input):
```
! RIJCOSX wB97M-V def2-TZVPD def2/J DEFGRID3
* xyz 0 1
Sn -0.407 -2.647 4.806
C -1.167 2.123 3.514
C -1.481 1.238 2.565
C -0.841 1.044 1.210
C 0.388 0.098 1.097
C 1.515 0.299 2.068
C 1.738 1.403 2.800
C 1.133 2.756 2.560
C -0.076 3.148 3.439
C 1.579 -1.721 5.127
H -1.709 2.100 4.460
H -2.248 0.492 2.804
H -0.606 1.993 0.716
H -1.622 0.580 0.595
H 0.033 -0.943 1.160
H 0.796 0.206 0.079
H 2.182 -0.566 2.165
H 2.456 1.366 3.625
H 0.850 2.860 1.508
H 1.927 3.485 2.764
H 0.267 3.371 4.456
H -0.478 4.095 3.061
H 1.623 -1.170 6.081
H 1.730 -1.036 4.294
H 2.358 -2.490 5.115
P 1.409 -1.182 -4.055
P -1.669 -0.700 -3.704
N 2.842 -0.180 -4.007
N 2.161 -2.436 -5.074
N -1.904 1.029 -3.473
N -3.331 -1.034 -4.147
C 0.531 -0.259 -5.403
C -0.970 -0.605 -5.424
C 3.277 0.445 -2.828
C 4.319 1.307 -3.138
C 4.545 1.217 -4.555
C 3.623 0.307 -5.062
C 2.322 -3.753 -4.620
C 2.808 -4.532 -5.661
C 2.949 -3.679 -6.805
C 2.545 -2.406 -6.418
C -1.697 1.639 -2.230
C -1.818 3.014 -2.372
C -2.092 3.274 -3.755
C -2.131 2.046 -4.404
C -4.231 -0.321 -4.953
C -5.336 -1.125 -5.211
C -5.107 -2.387 -4.560
C -3.879 -2.310 -3.925
H 0.962 -0.473 -6.392
H 0.683 0.815 -5.202
H -1.514 0.120 -6.048
H -1.141 -1.606 -5.861
H 2.786 0.219 -1.896
H 4.850 1.948 -2.446
H 5.283 1.765 -5.128
H 3.461 -0.014 -6.076
H 2.064 -4.001 -3.603
H 3.038 -5.590 -5.619
H 3.300 -3.963 -7.790
H 2.494 -1.503 -7.005
H -1.483 1.026 -1.370
H -1.727 3.751 -1.582
H -2.246 4.244 -4.214
H -2.300 1.827 -5.447
H -4.022 0.684 -5.273
H -6.205 -0.852 -5.800
H -5.770 -3.245 -4.574
H -3.326 -3.031 -3.347
O -0.792 -2.288 6.897
C -0.984 -0.989 6.989
O -1.198 -0.285 5.978
C -0.798 -0.421 8.372
C -1.157 0.896 8.706
C -0.911 1.400 9.985
C -0.258 0.618 10.949
C 0.113 -0.693 10.617
C -0.164 -1.206 9.350
H -1.625 1.507 7.933
H -1.226 2.412 10.239
H -0.038 1.026 11.935
H 0.623 -1.321 11.346
H 0.119 -2.229 9.090
*
```

The calculation puts the energy at -2586.034752 Ha. For the energy above the lowest of the compared OMol25 structures with the same formula, charge and spin, the calculation gives 19.3 kJ/mol. Its HOMO energy is -0.3093 hartree. Its orbital gap is 7.9 eV.

***

For each record above, in turn, the calculated molar mass values are 1079.273; 790.885; 717.379 g mol⁻¹.